135
Properties=species:S:1:pos:R:3:forces:R:3 method="wB97M-V/def2-TZVPD" e_above_lowest_ev=2.410 smiles="CCOS(C)(=O)=O.CCOS(C)(=O)=O.CCOS(C)(=O)=O.CCOS(C)(=O)=O.CCOS(C)(=O)=O.CCOS(C)(=O)=O.CCOS(C)(=O)=O.CCOS(C)(=O)=O.CCOS(C)(=O)=O" spin_multiplicity=1 homo_energy_ev=-10.6 total_energy_ha=-6686.92811 mol_weight_g_mol=1117.45 max_force_ev_per_a=4.2 gap_ev=10.73
O -6.546585 4.616618 2.500581 -0.243 0.871 -0.058
S -5.641970 3.925375 1.637744 -1.474 -0.504 0.378
O -5.779341 3.917936 0.213903 0.283 0.370 0.341
O -4.187960 4.432940 1.946262 -0.238 -0.228 -1.058
C -3.700730 4.742649 3.261147 0.153 -1.682 0.327
C -2.634593 5.776141 3.039393 -0.715 0.285 0.421
C -5.733892 2.256533 2.169255 2.098 -1.037 0.341
H -3.221908 3.799129 3.571928 -0.120 0.247 0.312
H -4.541835 4.929371 3.956652 0.525 0.461 -0.477
H -2.070934 5.885628 3.954183 0.370 0.064 0.198
H -3.148056 6.719303 2.851948 0.419 0.132 -0.397
H -1.986712 5.441432 2.219387 -0.181 0.352 0.234
H -4.844157 1.826483 1.626876 -0.799 -0.049 1.090
H -6.565585 1.722454 1.730176 -0.453 0.420 -0.065
H -5.729935 2.142246 3.303965 0.226 0.265 -1.646
O 3.229684 -0.526726 -8.841654 0.313 -0.797 -0.520
S 3.056345 0.789314 -8.367789 -0.190 0.956 0.557
O 1.951146 1.603090 -8.731782 -0.598 0.390 -1.146
O 2.937787 0.661521 -6.807302 0.281 -0.220 0.044
C 2.365416 1.740704 -6.046425 0.537 -0.101 2.098
C 1.514957 1.098555 -4.926708 0.972 2.967 0.079
C 4.521435 1.766428 -8.600962 -0.621 1.050 0.191
H 1.779313 2.467700 -6.593868 -0.046 -0.329 -0.583
H 3.239095 2.272379 -5.615147 -0.484 -0.156 -0.074
H 0.622178 0.744443 -5.313194 -1.685 -1.031 -0.899
H 1.181928 1.900957 -4.218610 0.540 -0.653 -0.465
H 2.039073 0.339709 -4.408583 0.614 -0.774 0.501
H 4.635484 2.116612 -9.638280 -0.157 -0.506 0.364
H 5.376641 1.265525 -8.217251 0.713 -0.677 0.000
H 4.380900 2.655960 -7.969399 -0.097 -0.163 -0.239
O -0.410230 -2.616974 2.258906 0.210 -1.037 -2.448
S -0.328526 -3.298397 0.946428 0.030 1.105 0.958
O 0.707953 -2.976654 0.007188 -0.110 0.528 0.258
O -0.103704 -4.829705 1.152606 0.249 -0.102 0.499
C -0.875821 -5.422931 2.197510 -0.885 -0.438 1.254
C -0.105229 -6.621333 2.678879 0.016 0.480 1.921
C -1.900810 -3.225897 0.143931 0.294 -0.638 0.406
H -1.812815 -5.699150 1.751385 -0.676 -0.164 -0.098
H -1.056935 -4.712444 3.029978 0.216 -0.261 -0.640
H 0.021289 -7.292234 1.871092 0.288 -0.925 -0.650
H -0.505061 -7.155345 3.606839 0.151 0.862 -1.449
H 0.844717 -6.176506 2.970900 0.386 -0.504 0.023
H -2.655397 -3.516961 0.861529 -0.186 0.036 0.225
H -1.967016 -3.867252 -0.739503 0.368 0.141 0.167
H -1.993845 -2.198928 -0.096532 -0.392 1.113 -0.428
O 5.677170 -1.611065 2.717214 0.594 0.708 -0.762
S 4.580506 -2.383321 2.212825 2.579 -1.640 1.007
O 4.877763 -3.434488 1.246045 -1.132 1.625 1.051
O 3.962285 -3.007565 3.529037 -1.579 -0.165 -0.928
C 4.647529 -3.021245 4.765528 0.979 0.638 0.764
C 5.135889 -4.416448 4.929521 1.246 -1.711 0.782
C 3.288031 -1.346814 1.803367 -0.115 -0.552 -3.008
H 3.948710 -2.727695 5.555511 -0.205 -0.199 -0.302
H 5.443243 -2.261258 4.798292 -0.207 -0.368 -0.322
H 5.842058 -4.761753 4.132720 -1.111 0.430 0.035
H 4.243684 -5.073100 5.030562 0.837 0.091 -0.259
H 5.810036 -4.589899 5.799543 -0.849 0.473 0.005
H 3.610690 -0.684877 0.982221 0.020 -0.173 0.477
H 2.918079 -0.845992 2.634476 -0.423 0.929 1.463
H 2.563092 -2.012912 1.367229 -0.730 -0.108 -0.102
O 2.442535 0.710802 4.148055 0.998 0.392 -0.738
S 1.293219 0.710931 4.978848 -0.886 -3.424 2.241
O 1.299669 -0.165455 6.151621 0.231 0.591 -1.307
O 0.975763 2.110545 5.509669 -0.309 1.741 -0.042
C 1.277351 2.489301 6.886069 0.253 0.447 0.625
C 2.752436 2.974349 7.066470 -1.056 -0.364 1.371
C -0.131714 0.312362 4.004497 1.714 1.199 -1.808
H 1.024083 1.632315 7.546576 0.362 0.529 -0.542
H 0.550883 3.300218 7.077582 0.461 -0.368 -0.081
H 3.423492 2.277137 6.577918 0.185 -0.262 0.252
H 2.944033 3.033964 8.199036 -0.094 -0.196 -1.721
H 2.947210 3.952524 6.638350 -0.272 0.131 -0.080
H 0.061311 -0.610116 3.391692 -0.199 0.986 0.672
H -0.296052 1.231311 3.398581 0.198 -0.895 -0.059
H -0.934530 0.258542 4.654169 -1.582 -0.596 1.369
O -2.114622 -5.583338 -2.022531 0.788 0.372 -0.788
S -0.943817 -5.639673 -2.880307 -1.081 0.034 1.345
O -1.043639 -6.288959 -4.140678 0.182 0.117 -0.640
O -0.445132 -4.130998 -3.007206 0.908 -0.597 -0.213
C 0.492034 -3.720541 -4.086797 0.053 0.625 -0.907
C 2.017258 -3.434904 -3.770873 -2.780 0.034 0.930
C 0.280252 -6.406419 -1.894284 -0.166 -0.515 1.044
H -0.019397 -2.820728 -4.451508 0.426 -0.047 0.207
H 0.429042 -4.435566 -4.898320 -0.182 -0.382 0.029
H 2.497347 -4.375633 -3.554841 0.471 -0.133 0.055
H 1.966814 -2.804355 -2.863699 0.701 -0.115 -0.493
H 2.442961 -2.932586 -4.651095 -0.111 -0.139 0.441
H -0.119529 -7.333980 -1.426735 -0.040 0.652 -0.606
H 0.468288 -5.704902 -1.083342 0.321 -0.017 -0.047
H 1.158133 -6.663280 -2.452276 0.502 0.127 -0.339
O -5.214130 0.584110 -0.703140 -0.693 -0.170 -0.204
S -5.306154 0.964447 -2.083711 0.817 -0.511 -0.057
O -4.414363 1.976891 -2.533842 0.117 0.675 -0.446
O -5.020846 -0.345513 -2.932627 -0.482 0.041 0.195
C -4.319261 -0.322670 -4.216514 0.048 0.607 -0.525
C -4.346876 -1.732450 -4.730367 0.206 -0.675 0.146
C -6.964730 1.428309 -2.533674 0.726 1.978 -0.592
H -3.268349 -0.079685 -4.052854 -0.259 0.381 0.207
H -4.774115 0.431597 -4.916318 0.258 -0.715 0.757
H -3.831879 -1.833860 -5.680023 0.551 0.259 0.005
H -5.318024 -2.115934 -4.969939 -0.891 -0.012 0.249
H -3.888286 -2.408834 -3.987002 -0.091 0.306 -0.395
H -7.045409 1.502473 -3.635834 0.269 -0.086 0.603
H -7.106546 2.457626 -2.103562 0.231 -0.956 -0.341
H -7.717394 0.794571 -2.164820 -0.672 -1.066 0.609
O 1.891937 3.927164 2.763746 -0.076 -0.855 -1.289
S 2.000923 2.962663 1.681620 0.182 2.005 -0.101
O 1.085012 1.885916 1.567882 -0.576 -0.685 0.129
O 1.844118 3.674501 0.231351 -1.160 -1.541 1.295
C 2.510885 4.863154 -0.109370 1.446 0.692 3.265
C 1.706116 6.118892 0.207653 -0.048 -1.285 -0.463
C 3.660035 2.399978 1.696825 -0.210 -1.096 -0.927
H 2.720469 4.689751 -1.089909 0.440 0.236 -3.033
H 3.506079 4.792125 0.398048 -0.575 0.718 -0.207
H 1.325241 6.080897 1.209740 0.160 0.042 0.687
H 0.832617 6.053705 -0.422927 -0.306 0.447 -0.401
H 2.269342 7.019347 0.039899 0.159 0.335 -0.157
H 3.910263 1.763933 0.800912 -0.453 0.740 0.889
H 3.669566 1.787942 2.605798 0.470 0.293 -0.055
H 4.252953 3.299520 1.715141 0.507 -0.008 0.325
O -1.258130 -0.704399 -2.949955 0.416 1.056 0.530
S -0.870806 0.468045 -2.179789 1.855 -0.766 -0.880
O -0.726844 1.750788 -2.828227 -0.387 -0.589 0.408
O -1.868791 0.517142 -1.011415 -0.606 2.292 1.786
C -1.936776 1.841088 -0.126643 -0.420 -0.823 -0.783
C -2.337817 1.327002 1.228968 -0.150 1.042 -1.934
C 0.718717 0.120027 -1.309326 -1.327 -0.260 -0.555
H -2.702740 2.497614 -0.531619 -0.086 -0.406 -0.596
H -1.002052 2.409827 -0.111768 0.192 -0.679 -0.324
H -2.503472 2.224181 1.802838 -0.112 0.080 0.705
H -1.514937 0.762395 1.530625 1.006 -1.099 1.234
H -3.230767 0.755908 1.063834 -0.417 -0.419 0.396
H 0.801010 0.879755 -0.532472 -0.017 -0.268 0.183
H 1.521653 0.277786 -2.023308 -0.026 -0.164 -0.167
H 0.662323 -0.931886 -0.950172 0.180 0.879 -0.092